Molecular formula: C4H9N
Method: DFT, ωB97M-V/def2-TZVPD

strongest force on any atom = 0.53 eV/Å
energy above the lowest of the compared OMol25 structures with the same formula, charge and spin = 98.9 kcal per mole
molecular weight = 71.1 g mol⁻¹
HOMO = -7.886 eV

Element x y z (Å)
C1 1.736456 0.398116 -0.305990
C2 1.030836 -0.750933 0.327164
N1 1.212635 -1.715286 1.050889
H1 1.344613 1.347636 0.057773
H2 2.790475 0.314724 -0.033767
H3 1.632585 0.368519 -1.390886
C3 -0.919115 -0.547581 -0.295208
C4 -1.504322 0.741688 0.247654
H4 -2.546859 0.880991 -0.056667
H5 -0.951340 1.613028 -0.109331
H6 -1.480080 0.759362 1.340620
H7 -1.530603 -1.420917 -0.011770
H8 -0.799344 -0.572522 -1.377808
H9 -0.015935 -1.416826 0.557328

Cartesian forces (eV/Å) of the 2 atoms listed first:
C -0.006 0.037 -0.031
C -0.014 0.063 -0.037

Charge distribution, natural (NBO) scheme, values in e:
1. C -0.6914
2. C 0.2342
3. N -0.5239
4. H 0.2373
5. H 0.2494
6. H 0.2365
7. C -0.6480
8. C -0.6255
9. H 0.2126
10. H 0.2018
11. H 0.2102
12. H 0.2175
13. H 0.2105
14. H 0.4788